This record from the Open Molecules 2025 dataset describes one molecule with the formula C5H3NS in a non-equilibrium geometry. The level of theory is ωB97M-V/def2-TZVPD.

XYZ file:
```
10
C5H3NS ωB97M-V/def2-TZVPD
S -1.7835 -1.0228 -1.9691
N -1.2931 0.1919 -0.9357
C -0.2232 1.2874 0.8295
C -0.3321 0.1283 -0.0088
C 0.5628 -0.8855 0.2731
C 0.0688 2.4226 1.2873
C 1.6605 -1.4586 0.4319
H 2.4170 -2.2277 0.6432
H -0.1602 3.7081 1.5000
H -0.9171 -2.1437 -2.0513
```

Computed properties:
Kohn-Sham gap in eV: 7.94
DFT total energy in eV: -17552.1861
HOMO energy in eV: -8.64
Relative energy (zero: lowest compared OMol25 entry of this formula, charge and spin) in kJ/mol: 280.1
Total charge: 0

List of Löwdin charges in e, atom by atom: 0.71, -0.35, -0.11, -0.48, -0.11, 0.08, 0.17, 0.05, 0.15, -0.12